P) ORCA calculation (ωB97M-V/def2-TZVPD) on a cluster of 2 separate species, C4H12NO2 in total.

The geometry in ORCA input format:
```
! wB97M-V def2-TZVPD RIJCOSX def2/J DEFGRID3
* xyz 1 1
C 1.1600 -0.0998 1.5989
C 0.9375 0.4250 0.1725
C -0.0299 -0.3765 -0.6333
C -1.4245 -1.0830 -0.4149
O -2.1308 -0.8558 0.5802
N -0.1698 -0.0658 2.3115
H 1.4485 -1.2781 1.5599
H 1.9259 0.3820 2.1019
H 0.7845 1.4709 0.2217
H 1.9511 0.3441 -0.3215
H -0.1453 0.2979 -1.4310
H 0.5393 -1.4522 -0.9462
H -1.8335 -1.7455 -1.1828
H -0.0186 -0.5488 3.1642
H -0.7720 -0.6824 1.7395
H -0.6084 0.8941 2.4513
H -1.1753 1.7655 -3.3419
H -0.1234 1.2160 -4.2693
O -0.3154 1.3925 -3.3607
*
```

* frontier orbital gap: 10.9 eV

Here are the natural (NBO) charges for atoms 1 to 8, given in e:
1 C -0.21
2 C -0.43
3 C -0.55
4 C 0.45
5 O -0.57
6 N -0.70
7 H 0.22
8 H 0.23

***

Q) ORCA calculation (ωB97M-V/def2-TZVPD) on a cluster of 2 separate species, C4H12NO2 in total.

The geometry in ORCA input format:
```
! wB97M-V def2-TZVPD RIJCOSX def2/J DEFGRID3
* xyz 1 1
O -0.7798 0.5290 -2.4575
C -0.6695 1.5526 -1.8442
C -0.0190 1.5447 -0.4634
N 0.3863 0.1751 -0.0538
C -0.6688 -0.5386 0.7633
C -0.4451 -0.2624 2.2521
H -1.1476 2.5204 -2.0624
H 0.8630 2.1984 -0.5553
H -0.6167 2.0695 0.2840
H 1.1594 0.3631 0.5647
H 0.4815 -0.5094 -0.8193
H -0.6489 -1.6133 0.5706
H -1.6964 -0.2534 0.5535
H -0.3826 0.8129 2.4314
H 0.3735 -0.8224 2.7089
H -1.3231 -0.6455 2.7805
H 1.1164 -2.8079 -1.8170
H 2.4856 -2.2592 -1.4215
O 1.5319 -2.0535 -1.4145
*
```

* frontier orbital gap: 11.6 eV

Here are the natural (NBO) charges for atoms 1 to 8, given in e:
1 O -0.48
2 C 0.43
3 C -0.35
4 N -0.54
5 C -0.23
6 C -0.65
7 H 0.16
8 H 0.25

***

R) ORCA calculation (ωB97M-V/def2-TZVPD) on a cluster of 2 separate species, C4H12NO2 in total.

The geometry in ORCA input format:
```
! wB97M-V def2-TZVPD RIJCOSX def2/J DEFGRID3
* xyz 1 1
O 2.4737 -1.2941 0.9281
C 1.6442 -2.0943 0.6273
C 0.1626 -1.6291 0.6907
N -0.0019 -0.2574 -0.0834
C 0.7226 0.9069 0.6508
C -0.2646 2.0200 1.0513
H 1.8528 -3.0613 0.2594
H -0.4683 -2.4047 0.1993
H -0.1754 -1.3655 1.6739
H -0.9165 0.0368 -0.0559
H 0.2886 -0.3051 -1.0514
H 1.6499 1.2500 0.0406
H 1.1271 0.4995 1.6293
H -1.0342 1.6510 1.7002
H -0.8274 2.5188 0.1593
H 0.2496 2.7819 1.6485
H -1.9070 1.0374 -3.5482
H -2.4364 -0.5527 -3.5057
O -2.1393 0.2618 -3.0139
*
```

* frontier orbital gap: 10.8 eV

Here are the natural (NBO) charges for atoms 1 to 8, given in e:
1 O -0.45
2 C 0.41
3 C -0.31
4 N -0.50
5 C -0.24
6 C -0.66
7 H 0.16
8 H 0.24

***

Stability ranking, top entry: Q); the second entry is 0.0314 hartree less favorable.